Density functional theory data (ωB97M-V/def2-TZVPD) for one molecule with the formula C23H28N2O5 in a non-equilibrium geometry.

Element x y z (Å)
C  1.65  -1.03  -3.90
C  0.62  -1.04  -2.82
C  -0.52  -0.23  -2.88
O  -0.62  0.58  -3.99
C  -1.72  1.45  -4.09
C  -1.70  2.59  -3.07
O  -2.71  3.15  -2.70
N  -0.46  2.93  -2.68
C  -0.20  4.00  -1.74
C  0.32  3.49  -0.39
C  -0.71  2.59  0.30
N  -0.35  2.32  1.67
C  -0.66  3.24  2.74
C  0.17  2.71  3.92
C  0.36  1.23  3.59
C  0.22  1.17  2.07
O  0.53  0.24  1.35
C  -1.46  -0.26  -1.86
C  -1.28  -1.09  -0.77
C  -0.15  -1.91  -0.66
C  0.13  -2.76  0.47
C  1.29  -3.46  0.49
C  2.22  -3.41  -0.62
O  3.26  -4.04  -0.68
O  1.91  -2.61  -1.68
C  0.79  -1.86  -1.70
C  1.71  -4.32  1.64
C  0.95  -3.95  2.91
C  -0.54  -3.91  2.61
C  -0.84  -2.80  1.61
H  1.97  -2.04  -4.12
H  2.53  -0.47  -3.57
H  1.26  -0.57  -4.80
H  -2.68  0.91  -4.01
H  -1.65  1.89  -5.09
H  0.32  2.38  -3.01
H  0.54  4.69  -2.18
H  -1.14  4.53  -1.61
H  1.24  2.94  -0.53
H  0.53  4.36  0.23
H  -1.70  3.07  0.28
H  -0.76  1.63  -0.21
H  -0.40  4.26  2.47
H  -1.74  3.20  2.96
H  -0.32  2.87  4.87
H  1.14  3.21  3.94
H  1.32  0.83  3.91
H  -0.43  0.61  4.03
H  -2.34  0.37  -1.89
H  -2.02  -1.09  0.01
H  1.52  -5.37  1.39
H  2.79  -4.22  1.78
H  1.28  -2.96  3.25
H  1.17  -4.67  3.70
H  -0.84  -4.88  2.19
H  -1.11  -3.75  3.52
H  -0.78  -1.83  2.11
H  -1.86  -2.92  1.23

Summary:
E_tot, eV: -37525.37352
Charge: 0
HOMO, hartree: -0.296
Lowest unoccupied orbital energy, eV: 0.545
SMILES: Cc1c(OCC(=O)NCCCN2CCCC2=O)ccc2c3c(c(=O)oc12)CCCC3


Density functional theory data (ωB97M-V/def2-TZVPD) for one molecule with the formula C23H28N2O8S in a non-equilibrium geometry.

Element x y z (Å)
C  -2.16  -0.16  3.21
O  -1.24  0.61  2.46
C  -1.63  1.11  1.26
C  -2.93  1.02  0.79
C  -3.26  1.46  -0.49
C  -4.68  1.31  -1.00
C  -5.14  -0.06  -0.58
O  -5.84  -0.30  0.37
O  -4.59  -1.01  -1.36
C  -4.48  -2.31  -0.81
C  -3.10  -2.44  -0.16
O  -2.92  -2.96  0.92
N  -2.15  -1.88  -0.94
C  -0.82  -1.55  -0.64
C  -0.22  -1.87  0.57
C  1.06  -1.41  0.84
C  1.72  -0.65  -0.10
S  3.33  0.02  0.29
O  3.42  0.35  1.69
O  3.64  1.05  -0.66
N  4.28  -1.36  0.06
C  4.62  -1.58  -1.33
C  5.93  -0.81  -1.58
C  6.52  -0.59  -0.18
C  5.55  -1.33  0.76
C  1.15  -0.37  -1.33
C  -0.12  -0.82  -1.60
C  -2.27  2.01  -1.29
C  -0.96  2.16  -0.81
O  -0.12  2.72  -1.72
C  1.12  3.30  -1.31
C  -0.63  1.71  0.47
O  0.69  1.75  0.88
C  0.98  2.38  2.11
H  -1.60  -0.52  4.07
H  -3.00  0.45  3.56
H  -2.54  -1.01  2.64
H  -3.70  0.60  1.41
H  -5.33  2.06  -0.55
H  -4.70  1.41  -2.08
H  -4.60  -3.03  -1.62
H  -5.26  -2.47  -0.05
H  -2.49  -1.47  -1.81
H  -0.76  -2.46  1.30
H  1.53  -1.61  1.79
H  3.79  -1.23  -1.96
H  4.75  -2.65  -1.49
H  6.60  -1.37  -2.23
H  5.70  0.15  -2.06
H  7.53  -0.97  -0.09
H  6.52  0.47  0.06
H  5.41  -0.83  1.72
H  5.87  -2.36  0.93
H  1.70  0.23  -2.04
H  -0.59  -0.57  -2.54
H  -2.48  2.35  -2.29
H  0.97  4.02  -0.50
H  1.47  3.83  -2.20
H  1.85  2.55  -1.01
H  0.39  1.97  2.93
H  2.04  2.17  2.28
H  0.81  3.46  2.04

Summary:
E_tot, eV: -54500.08684
Charge: 0
HOMO, hartree: -0.300
Lowest unoccupied orbital energy, eV: 0.578
SMILES: COc1cc(CC(=O)OCC(=O)Nc2ccc(S(=O)(=O)N3CCCC3)cc2)cc(OC)c1OC


Density functional theory data (ωB97M-V/def2-TZVPD) for one molecule with the formula C23H28N4O4.

Element x y z (Å)
C  4.86  0.37  -2.59
C  3.43  0.34  -2.07
O  3.10  -1.00  -1.73
C  1.85  -1.19  -1.26
O  1.04  -0.29  -1.16
C  1.62  -2.58  -0.91
C  2.50  -3.65  -1.07
C  1.82  -4.76  -0.56
C  0.56  -4.33  -0.09
C  -0.11  -5.45  0.43
C  0.76  -6.50  0.26
N  1.92  -6.10  -0.33
C  3.05  -6.93  -0.65
N  0.44  -3.00  -0.33
C  -0.62  -2.14  0.09
C  -0.07  -1.12  1.11
O  0.90  -1.39  1.79
N  -0.75  0.03  1.23
C  -1.82  0.46  0.34
C  -2.44  1.75  0.85
N  -1.46  2.82  0.93
C  -1.71  4.08  0.43
C  -0.70  4.82  -0.18
C  -0.91  6.10  -0.65
C  -2.16  6.68  -0.52
C  -3.18  5.97  0.09
C  -2.97  4.69  0.58
O  -3.93  3.97  1.25
C  -5.18  4.58  1.50
C  -0.11  2.37  1.15
C  -0.15  1.10  2.00
H  5.13  1.38  -2.85
H  4.94  -0.27  -3.46
H  5.53  0.00  -1.82
H  2.72  0.70  -2.83
H  3.32  0.98  -1.18
H  3.47  -3.60  -1.50
H  -1.08  -5.50  0.87
H  0.62  -7.53  0.53
H  3.93  -6.60  -0.09
H  2.83  -7.96  -0.38
H  3.28  -6.87  -1.71
H  -1.40  -2.74  0.56
H  -1.03  -1.62  -0.78
H  -1.42  0.61  -0.67
H  -2.59  -0.31  0.31
H  -2.90  1.58  1.84
H  -3.24  2.04  0.17
H  0.28  4.38  -0.31
H  -0.11  6.65  -1.12
H  -2.35  7.68  -0.89
H  -4.15  6.44  0.20
H  -5.07  5.50  2.09
H  -5.71  4.81  0.58
H  -5.75  3.85  2.08
H  0.45  3.15  1.68
H  0.42  2.13  0.21
H  0.86  0.78  2.27
H  -0.72  1.28  2.92

Summary:
E_tot, eV: -38455.49580
Charge: 0
HOMO, hartree: -0.271
Lowest unoccupied orbital energy, eV: 0.745
SMILES: CCOC(=O)c1cc2c(ccn2C)n1CC(=O)N1CCN(c2ccccc2OC)CC1


Q: The lowest lowest unoccupied orbital energy belongs to which entry?
A: C23H28N2O5


Q: Which of these has the highest lowest unoccupied orbital energy?
A: C23H28N4O4


Q: The highest E_tot belongs to which entry?
A: C23H28N2O5